(1)
14
Properties=species:S:1:pos:R:3:lowdin_charge:R:1 method="wB97M-V/def2-TZVPD" total_charge=+1 homo_ha=-0.49629 de_lowest_kj_mol=335.7
C -2.257 0.169 -0.252 -0.22
N 0.673 1.752 -0.167 0.09
N -1.020 0.168 0.084 0.03
N -3.210 -0.526 0.407 0.13
N 2.603 -0.515 0.267 0.18
N 0.237 0.545 -0.110 -0.18
H -2.785 0.567 -1.154 0.15
H -0.018 2.548 -0.172 0.09
H 2.824 0.476 0.275 0.09
H 3.154 -0.938 -0.518 0.15
H -2.949 -0.990 1.279 0.13
H -4.146 -0.345 0.159 0.09
H 2.677 -1.050 1.222 0.19
H 1.476 -0.351 0.037 0.09

---

(2)
14
Properties=species:S:1:pos:R:3:lowdin_charge:R:1 method="wB97M-V/def2-TZVPD" total_charge=+1 homo_ha=-0.46299 de_lowest_kj_mol=214.5
C -1.244 -0.005 -0.052 -0.54
N -0.728 1.204 0.059 0.21
N -0.606 -1.130 -0.024 0.21
N -2.574 -0.077 -0.039 0.17
N 3.269 0.161 0.141 -0.04
N 2.118 0.224 -0.164 0.01
H -1.031 1.804 0.724 0.09
H 0.382 -1.204 -0.256 0.09
H -1.114 -1.937 -0.418 0.15
H -2.959 -1.073 -0.282 0.17
H -3.369 0.589 -0.148 0.16
H 3.735 0.944 0.569 0.12
H 3.813 -0.711 -0.014 0.14
H 0.305 1.211 -0.096 0.08

---

(3)
17
Properties=species:S:1:pos:R:3:lowdin_charge:R:1 method="wB97M-V/def2-TZVPD" total_charge=+1 homo_ha="-0.52590 / -0.52589" de_lowest_kj_mol=91.6
C 1.778 -1.680 -0.577 -0.45
N 2.717 -1.424 0.064 0.26
N 0.319 2.254 -0.378 0.08
N 0.119 -0.248 0.655 0.06
N -2.542 -0.278 0.372 -0.34
N -0.909 -0.716 -0.155 0.09
O -2.445 0.532 1.142 0.23
O -3.276 -1.083 0.059 0.23
O 0.840 -2.164 -1.073 0.11
H 3.408 -0.888 0.538 0.11
H 0.580 2.269 -1.330 0.05
H -0.458 2.789 -0.350 0.01
H 0.972 2.764 0.163 0.05
H 0.267 -0.731 1.563 0.16
H 0.304 0.710 0.536 0.02
H -0.683 -0.364 -1.069 0.16
H -0.992 -1.740 -0.162 0.16

---

(4)
15
Properties=species:S:1:pos:R:3:lowdin_charge:R:1 method="wB97M-V/def2-TZVPD" total_charge=+1 homo_ha=-0.50730 de_lowest_kj_mol=208.1
C 1.638 0.255 -0.196 -0.67
N 2.616 1.186 -0.475 0.13
N -1.976 -0.165 -0.743 0.04
N -0.592 -1.575 0.600 0.02
N 0.251 0.458 -0.268 0.07
N -0.733 -0.680 -0.498 -0.24
S 2.218 -1.074 0.676 0.92
H 3.529 1.019 -0.341 0.05
H 2.283 1.925 -1.191 0.18
H -2.261 -0.117 -1.760 0.14
H -2.293 0.583 -0.137 0.10
H -1.059 -1.283 1.441 0.12
H -1.018 -2.426 0.303 0.12
H -0.062 1.191 -0.852 0.11
H 0.910 -1.640 0.891 -0.08

---

(5)
15
Properties=species:S:1:pos:R:3:lowdin_charge:R:1 method="wB97M-V/def2-TZVPD" homo_ha=-0.29721 de_lowest_kj_mol=87.7
N -0.383 0.957 -0.445 -0.26
C 0.335 -0.254 -0.250 -0.48
N -1.757 0.719 -0.633 0.02
N -0.029 1.878 0.583 0.04
N 0.379 -2.493 0.264 -0.01
N 1.703 -0.145 -0.461 0.13
N -0.294 -1.281 0.155 -0.01
H -2.194 0.267 0.169 0.06
H -2.217 1.600 -0.834 0.07
H -0.473 1.651 1.476 0.08
H -0.313 2.810 0.302 0.07
H 1.331 -2.409 0.608 0.06
H -0.169 -3.103 0.857 0.07
H 2.114 -0.939 -0.933 0.08
H 1.968 0.743 -0.858 0.08

---

(6)
11
Properties=species:S:1:pos:R:3:lowdin_charge:R:1 method="wB97M-V/def2-TZVPD" total_charge=+1 homo_ha=-0.57334 de_lowest_kj_mol=42.3
N 0.072 1.912 -0.004 0.30
H -0.531 2.198 0.762 0.15
H 0.223 0.849 0.067 0.09
H 0.969 2.365 0.134 0.15
H -0.319 2.228 -0.894 0.16
C -0.647 -1.516 0.067 -0.07
O 0.568 -0.722 -0.053 -0.15
H -1.484 -0.831 -0.048 0.08
H -0.698 -1.971 1.054 0.09
H -0.682 -2.257 -0.725 0.09
H 1.301 -1.330 -0.012 0.10

---

(7)
14
Properties=species:S:1:pos:R:3:lowdin_charge:R:1 method="wB97M-V/def2-TZVPD" total_charge=+1 homo_ha=-0.55173 de_lowest_kj_mol=68.0
C 2.025 -0.548 -0.265 -0.03
N 1.817 0.777 0.309 0.12
O -0.834 0.679 0.085 -0.27
O -2.359 -1.526 0.451 -0.02
O -3.562 0.694 -0.302 -0.04
Si -2.199 -0.007 0.039 0.30
H 1.397 -1.281 0.213 0.10
H 3.065 -0.740 -0.196 0.09
H 2.106 0.924 1.254 0.16
H 2.310 1.464 -0.249 0.17
H 0.808 0.824 0.318 0.04
H 1.772 -0.333 -1.349 0.14
H -2.738 -2.385 0.616 0.10
H -3.607 1.459 -0.925 0.12

---

(8)
11
Properties=species:S:1:pos:R:3:lowdin_spin:R:1 method="wB97M-V/def2-TZVPD" total_charge=-1 homo_ha="0.03934 / -0.24759" multiplicity=2 de_lowest_kj_mol=13.4
C -1.930 0.486 -0.454 0.09
H -1.009 0.752 0.053 0.01
H -2.505 -0.280 0.062 0.01
H -1.760 0.097 -1.457 0.01
H -2.536 1.388 -0.559 0.00
H 1.900 -2.253 0.513 0.14
H 2.877 -1.233 -0.261 0.14
O 1.945 -1.494 -0.103 0.41
H 0.438 1.355 0.521 0.01
H 1.477 0.212 0.592 0.04
O 1.103 0.969 1.091 0.13